The following is a quantum chemistry calculation of 2 unconnected molecules or ions with the total composition C3H5F3OSi in a non-equilibrium geometry, from the Open Molecules 2025 dataset.

The geometry in XYZ format:
```
13
Properties=species:S:1:pos:R:3:nbo_charge:R:1
C -0.956 1.319 -0.629 0.32
C 1.092 -1.232 1.051 -1.10
C -1.139 0.106 -1.569 0.85
O -1.638 2.274 -0.549 -0.49
F -1.557 -1.093 -0.988 -0.34
F 0.058 -0.214 -2.090 -0.33
F -1.924 0.305 -2.663 -0.32
Si 0.846 0.689 1.436 0.87
H 0.965 -1.908 1.939 0.25
H 0.511 -1.608 0.197 0.27
H 2.155 -1.499 0.689 0.26
H -0.415 1.176 2.025 -0.12
H 2.003 1.686 1.149 -0.11
```

Molar mass, g mol⁻¹: 142.2
E_tot, Eh: -781.5205
HOMO level (alpha / beta), Ha: -0.2960 / -0.2961
HOMO-LUMO gap (alpha / beta), eV: 7.3 / 7.3
LUMO level (alpha / beta), eV: -0.72 / -0.72
Energy above the lowest of the compared OMol25 structures with the same formula, charge and spin, kcal per mole: 58.8

---

The following is a quantum chemistry calculation of C19H24N2O4S in the gas phase in a non-equilibrium geometry, from the Open Molecules 2025 dataset.

The geometry in XYZ format:
```
50
Properties=species:S:1:pos:R:3:nbo_charge:R:1
C 2.354 2.705 -1.113 -0.65
C 2.328 1.258 -0.794 -0.02
C 3.377 0.446 -0.456 0.17
C 4.810 0.767 -0.313 0.63
O 5.256 1.890 -0.469 -0.62
N 5.571 -0.305 0.006 -0.59
C 6.980 -0.223 0.188 -0.07
C 7.644 -1.088 1.216 -0.43
C 7.849 -1.364 -0.247 -0.43
O 2.968 -0.849 -0.232 -0.43
C 1.635 -0.873 -0.429 0.30
C 0.788 -1.968 -0.319 -0.24
C -0.551 -1.749 -0.571 -0.18
C -1.015 -0.483 -0.921 -0.34
S -2.773 -0.311 -1.224 2.33
O -3.195 -1.353 -2.113 -0.94
O -3.027 1.053 -1.605 -0.95
N -3.366 -0.665 0.291 -0.70
C -3.107 0.344 1.293 -0.22
C -4.341 1.056 1.854 -0.41
C -5.342 1.469 0.773 -0.42
C -6.360 0.369 0.469 -0.39
C -5.778 -0.802 -0.317 -0.42
C -4.569 -1.467 0.347 -0.22
C -0.186 0.606 -1.036 -0.18
C 1.171 0.412 -0.784 -0.06
H 3.371 3.078 -1.049 0.27
H 1.965 2.871 -2.116 0.22
H 1.721 3.251 -0.414 0.22
H 5.129 -1.205 0.115 0.41
H 7.322 0.793 0.044 0.25
H 8.461 -0.673 1.785 0.22
H 7.026 -1.773 1.777 0.21
H 8.807 -1.138 -0.688 0.22
H 7.369 -2.233 -0.670 0.21
H 1.167 -2.940 -0.052 0.23
H -1.267 -2.552 -0.515 0.24
H -2.456 1.077 0.812 0.22
H -2.547 -0.118 2.119 0.19
H -3.986 1.939 2.389 0.22
H -4.840 0.413 2.583 0.19
H -4.804 1.733 -0.139 0.23
H -5.884 2.354 1.114 0.21
H -7.178 0.797 -0.115 0.21
H -6.784 0.004 1.409 0.19
H -5.459 -0.461 -1.303 0.22
H -6.554 -1.559 -0.456 0.21
H -4.341 -2.389 -0.193 0.23
H -4.771 -1.710 1.393 0.20
H -0.591 1.564 -1.322 0.25
```

Molar mass, g mol⁻¹: 376.5
E_tot, Eh: -1547.0495
HOMO level, Ha: -0.3230
HOMO-LUMO gap, eV: 9.0
LUMO level, eV: 0.20
SMILES: Cc1c(C(=O)NC2CC2)oc2ccc(S(=O)(=O)N3CCCCCC3)cc12
Energy above the lowest of the compared OMol25 structures with the same formula, charge and spin, kcal per mole: 50.3

---

The following is a quantum chemistry calculation of 3 unconnected molecules or ions with the total composition C3H10O4 in a non-equilibrium geometry, from the Open Molecules 2025 dataset.

The geometry in XYZ format:
```
17
Properties=species:S:1:pos:R:3:nbo_charge:R:1
O 1.122 1.029 -2.917 -0.51
C 0.498 0.096 -2.493 0.44
C 0.627 -0.359 -1.020 -0.53
C 1.135 0.757 -0.045 -0.07
O 0.934 0.384 1.410 -0.76
H -0.027 -0.585 -3.192 0.12
H -0.456 -0.594 -0.778 0.22
H 1.295 -1.281 -1.008 0.24
H 2.264 0.711 -0.219 0.18
H 0.659 1.767 -0.195 0.20
H 1.774 0.397 1.929 0.48
O -3.818 1.716 -0.791 -0.94
H -4.036 2.320 -0.109 0.47
H -2.790 1.593 -0.807 0.47
O 0.346 -2.367 3.766 -0.93
H 0.077 -2.206 2.820 0.47
H 0.398 -3.379 3.648 0.46
```

Molar mass, g mol⁻¹: 110.1
E_tot, Eh: -421.1977
HOMO level, Ha: -0.3730
HOMO-LUMO gap, eV: 10.6
LUMO level, eV: 0.41
SMILES: O=CCCO.O.O
Energy above the lowest of the compared OMol25 structures with the same formula, charge and spin, kcal per mole: 54.8

---

The following is a quantum chemistry calculation of 2 unconnected molecules or ions with the total composition C4H7N3 in a non-equilibrium geometry, from the Open Molecules 2025 dataset.

The geometry in XYZ format:
```
14
Properties=species:S:1:pos:R:3:nbo_charge:R:1
C 1.117 1.296 0.529 -0.41
C 0.714 0.750 -0.630 -0.07
N 1.229 -0.451 -1.100 -0.43
C 1.251 -1.481 -0.385 -0.06
H 1.739 0.752 1.213 0.20
H 0.819 2.290 0.815 0.20
H 0.271 1.358 -1.411 0.20
H 0.578 -1.542 0.566 0.18
H 1.684 -2.386 -0.792 0.17
N -2.330 0.855 -0.280 -0.72
C -1.730 -0.043 0.262 0.68
N -1.307 -0.859 1.068 -0.77
H -2.247 1.136 -1.238 0.40
H -1.788 -1.676 1.383 0.41
```

Molar mass, g mol⁻¹: 97.1
E_tot, Eh: -320.7864
HOMO level, Ha: -0.3229
HOMO-LUMO gap, eV: 9.7
LUMO level, eV: 0.91
SMILES: C=CN=C.N=C=N
Energy above the lowest of the compared OMol25 structures with the same formula, charge and spin, kcal per mole: 60.8

---

The following is a quantum chemistry calculation of a molecular structure, C6H20F3O8Y in a non-equilibrium geometry, from the Open Molecules 2025 dataset.

The geometry in XYZ format:
```
38
Properties=species:S:1:pos:R:3:nbo_charge:R:1
Y -0.359 0.847 -1.567 2.16
C -1.910 -3.346 -1.166 -0.61
C -2.680 -2.141 -1.063 -0.04
O -1.877 -0.952 -0.903 -1.00
H -2.583 -4.193 -1.030 0.20
H -1.118 -3.397 -0.419 0.22
H -1.434 -3.330 -2.147 0.17
H -3.395 -2.403 -0.283 0.13
H -3.336 -1.980 -1.919 0.11
O 0.447 2.682 -2.484 -1.26
H 1.056 2.889 -3.220 0.47
C 1.741 -0.108 1.470 0.32
O 0.981 0.305 2.603 -0.52
O 0.872 0.142 0.412 -0.93
C 3.207 0.331 1.284 0.93
F 4.106 -0.226 2.122 -0.34
F 3.731 0.084 0.040 -0.35
F 3.474 1.641 1.537 -0.34
C 1.531 0.036 3.876 -0.08
C 0.320 0.274 4.754 -0.62
H 0.178 1.353 4.808 0.20
H -0.634 -0.165 4.462 0.22
H 0.526 -0.227 5.700 0.20
H 2.323 0.756 4.083 0.17
H 1.912 -0.964 4.084 0.16
H 1.889 -1.187 1.503 0.12
O -0.908 0.126 -3.801 -0.94
H -1.440 -0.618 -4.082 0.51
H -0.597 0.520 -4.615 0.50
O -2.420 1.751 -2.174 -0.94
H -2.539 2.591 -2.617 0.50
H -3.309 1.428 -2.028 0.51
O 1.445 -0.278 -2.410 -0.94
H 1.469 -1.153 -2.797 0.51
H 2.362 -0.004 -2.381 0.52
O -0.985 2.633 -0.068 -0.94
H -1.122 2.769 0.870 0.51
H -0.923 3.515 -0.432 0.50
```

Molar mass, g mol⁻¹: 366.1
E_tot, Eh: -1180.5440
HOMO level, Ha: -0.2824
HOMO-LUMO gap, eV: 7.3
LUMO level, eV: -0.42
Energy above the lowest of the compared OMol25 structures with the same formula, charge and spin, kcal per mole: 44.7

---

The following is a quantum chemistry calculation of C5H7NO in the gas phase, from the Open Molecules 2025 dataset.

The geometry in XYZ format:
```
14
Properties=species:S:1:pos:R:3:nbo_charge:R:1
C -1.530 0.452 0.699 -0.64
C -0.504 -0.428 -0.032 -0.14
C -0.374 -1.669 -0.619 0.08
O 0.893 -1.851 -1.105 -0.40
C 1.589 -0.728 -0.836 0.08
C 0.801 0.155 -0.190 0.04
N 1.183 1.445 0.249 -0.83
H -1.833 0.053 1.672 0.22
H -2.420 0.688 0.108 0.23
H -1.103 1.444 0.950 0.21
H -0.977 -2.545 -0.833 0.20
H 2.614 -0.652 -1.159 0.21
H 0.570 2.139 -0.163 0.36
H 1.090 1.497 1.259 0.36
```

Molar mass, g mol⁻¹: 97.1
E_tot, Eh: -324.6785
HOMO level, Ha: -0.3157
HOMO-LUMO gap, eV: 9.5
LUMO level, eV: 0.87
SMILES: Cc1cocc1N
Energy above the lowest of the compared OMol25 structures with the same formula, charge and spin, kcal per mole: 28.9

---

The following is a quantum chemistry calculation of a molecular structure, C27H42Cl3IrN4O3SSi in a non-equilibrium geometry, from the Open Molecules 2025 dataset.

The geometry in XYZ format:
```
82
Properties=species:S:1:pos:R:3:mulliken_spin:R:1
C 2.466 -2.649 -6.004 0.00
C 2.096 -1.813 -7.195 0.00
H 1.727 -3.463 -5.901 0.00
H 2.494 -2.056 -5.085 0.00
H 3.451 -3.102 -6.214 0.00
C 2.095 -2.387 -8.416 0.00
C 2.448 -3.829 -8.641 0.00
H 1.935 -1.796 -9.323 0.00
H 1.783 -4.508 -8.080 0.00
H 3.487 -4.086 -8.363 0.00
H 2.337 -4.047 -9.709 0.00
Ir 0.083 0.727 -2.471 2.55
Cl 2.262 1.417 -2.021 0.42
Cl 0.535 2.053 -4.349 0.26
C -0.607 3.624 -2.215 0.05
O -0.912 2.482 -1.737 0.09
N -1.506 4.520 -2.616 0.02
C -2.947 4.266 -2.509 0.00
C -1.094 5.783 -3.245 0.00
H 0.441 3.942 -2.323 0.00
H -3.210 3.966 -1.487 0.00
H -3.285 3.495 -3.224 0.00
H -3.448 5.211 -2.762 0.00
H -0.291 6.242 -2.660 0.00
H -1.966 6.447 -3.274 0.00
H -0.743 5.637 -4.274 0.00
H -1.512 -3.512 -0.062 0.00
H -2.083 -2.615 -3.501 0.01
C -2.483 -3.483 -0.596 0.00
C -2.991 -2.494 -2.878 -0.01
N -2.579 -2.308 -1.473 0.01
H -3.284 -3.481 0.167 0.00
C -2.376 -1.088 -0.926 0.03
O -2.029 -0.051 -1.546 0.09
H -3.560 -1.608 -3.184 0.00
H -2.542 -1.036 0.174 0.00
H -2.581 -4.386 -1.219 0.00
H -3.610 -3.406 -2.955 0.00
O 0.818 -0.250 -5.894 0.05
C 1.792 -0.337 -6.900 0.00
C 0.582 0.185 -9.093 0.00
C 1.476 0.554 -8.085 0.00
H 0.168 -0.828 -9.112 0.00
C 0.263 1.106 -10.109 0.00
H 2.715 0.037 -6.418 0.00
C 2.087 1.809 -8.099 0.01
H -0.476 0.813 -10.865 0.00
C 0.938 2.331 -10.166 0.00
C 1.841 2.687 -9.157 0.00
H 2.776 2.045 -7.287 0.00
H 0.766 3.000 -11.016 0.00
H 2.372 3.640 -9.195 0.00
Si -0.808 0.387 -5.664 -0.01
Cl 0.122 -1.455 -3.713 0.20
C -1.775 -0.848 -6.863 0.00
C -1.068 2.042 -6.667 0.01
C -2.122 0.590 -4.332 0.13
H -1.485 -0.752 -7.911 0.00
H -2.859 -0.683 -6.839 0.00
H -1.583 -1.886 -6.564 0.00
H -1.891 -0.008 -3.436 0.00
H -3.060 0.151 -4.712 0.02
H -2.331 1.631 -4.027 -0.04
H -1.692 1.809 -7.534 0.00
H -0.126 2.465 -7.028 0.00
H -1.583 2.814 -6.082 0.00
N 0.819 -2.261 -0.836 0.01
C 0.451 -1.252 -0.030 0.01
N 0.373 0.019 -0.405 0.11
C 0.316 0.856 0.693 -0.01
C 0.564 2.223 0.728 -0.01
C -0.001 2.990 1.728 0.00
C -0.747 2.381 2.748 0.00
C -0.854 0.983 2.828 0.00
C -0.224 0.216 1.847 0.00
S -0.078 -1.528 1.660 0.02
H 1.044 -3.162 -0.423 0.00
H 0.870 -2.119 -1.851 0.00
H 1.233 2.626 -0.030 -0.01
H 0.141 4.074 1.699 0.00
H -1.256 2.988 3.491 0.00
H -1.445 0.475 3.595 0.00
```

Molar mass, g mol⁻¹: 829.4
Spin multiplicity: 5
E_tot, Eh: -3671.2827
HOMO level (alpha / beta), Ha: -0.2617 / -0.2950
HOMO-LUMO gap (alpha / beta), eV: 7.2 / 6.6
LUMO level (alpha / beta), eV: 0.12 / -1.44

---

The following is a quantum chemistry calculation of C4H4O in the gas phase in a non-equilibrium geometry, from the Open Molecules 2025 dataset.

The geometry in XYZ format:
```
9
Properties=species:S:1:pos:R:3:nbo_charge:R:1
O 2.141 -0.092 -0.075 -0.66
C 0.570 0.237 -0.090 0.24
C -0.711 0.924 0.228 -0.24
C -0.572 -0.531 0.471 -0.29
C -0.578 -0.016 -0.910 -0.26
H 2.033 -0.720 0.678 0.48
H -1.164 1.868 0.522 0.26
H -0.839 -1.346 0.974 0.24
H -0.879 -0.324 -1.799 0.24
```

Molar mass, g mol⁻¹: 68.1
E_tot, Eh: -229.8074
HOMO level, Ha: -0.3289
HOMO-LUMO gap, eV: 9.8
LUMO level, eV: 0.88
SMILES: O[C@]12[C@@H]3[C@H]1[C@@H]32
Energy above the lowest of the compared OMol25 structures with the same formula, charge and spin, kcal per mole: 138.4